Record 1
The following is a DFT calculation (the ωB97M-V functional and the def2-TZVPD basis) of a cluster of 2 separate species, C3H10NO in total in a non-equilibrium geometry.

- energy (eV) = -6802.708
- LUMO level (Ha) = -0.1840
- ΔE to the lowest compared entry with this formula, charge and spin (kJ/mol) = 154.68
- HOMO level (eV) = -14.3935
- spin multiplicity = 1
- HOMO-LUMO gap (Eh) = 0.345
- net charge = +1

```
15
C3H10NO the ωB97M-V functional and the def2-TZVPD basis
C 1.546 1.314 2.251
O 0.993 0.935 0.997
H 2.429 1.952 2.182
H 0.780 1.883 2.762
H 1.863 0.409 2.770
H 1.746 0.929 0.390
C -1.463 -0.646 -2.280
C -0.779 -1.033 0.056
N -0.515 -0.758 -1.151
H -1.905 -1.606 -2.519
H -0.855 -0.352 -3.132
H -2.211 0.110 -2.081
H 0.049 -1.198 0.731
H -1.797 -0.941 0.404
H 0.442 -0.545 -1.400
```



Record 2
The following is a DFT calculation (the ωB97M-V functional and the def2-TZVPD basis) of a cluster of 2 separate species, C3H10NO in total in a non-equilibrium geometry.

- energy (eV) = -6780.312
- LUMO level (spin up / spin down) (Ha) = -0.5359 / -0.5632
- ΔE to the lowest compared entry with this formula, charge and spin (kJ/mol) = 1126.71
- HOMO level (spin up / spin down) (eV) = -18.8981 / -19.6946
- spin multiplicity = 2
- HOMO-LUMO gap (spin up / spin down) (Eh) = 0.159 / 0.161
- net charge = +2

```
15
C3H10NO the ωB97M-V functional and the def2-TZVPD basis
O -3.081 1.460 -0.147
C -1.690 1.628 0.476
C -0.980 0.319 0.143
N 0.395 0.320 0.326
C 2.651 -2.095 -0.596
H -3.716 2.191 -0.270
H -1.631 1.814 1.502
H -1.237 2.466 -0.103
H -1.615 -0.569 0.319
H -0.544 0.435 -0.883
H 0.611 0.621 1.313
H 2.588 -3.248 -0.523
H 2.936 -1.717 0.513
H 3.623 -1.972 -1.129
H 1.689 -1.652 -0.941
```



Record 3
The following is a DFT calculation (the ωB97M-V functional and the def2-TZVPD basis) of a cluster of 2 separate species, C3H10NO2 in total in a non-equilibrium geometry.

- energy (eV) = -8858.055
- LUMO level (Ha) = 0.1514
- ΔE to the lowest compared entry with this formula, charge and spin (kJ/mol) = 71.27
- HOMO level (eV) = -2.9822
- spin multiplicity = 1
- HOMO-LUMO gap (Eh) = 0.261
- net charge = -1

```
16
C3H10NO2 the ωB97M-V functional and the def2-TZVPD basis
C -0.596 -0.630 0.016
N -0.843 0.787 0.190
C 0.296 1.642 -0.320
O 1.319 1.201 -1.102
C -1.670 -1.532 0.562
H 0.395 -0.830 0.433
H -0.373 -0.864 -1.037
H -1.627 1.144 -0.346
H -0.183 2.547 -0.753
H 0.812 2.015 0.600
H -1.979 -1.306 1.586
H -2.617 -1.328 0.034
H -1.485 -2.593 0.394
H 3.583 -0.121 -0.297
H 2.128 0.221 -0.227
O 2.839 -0.351 0.267
```



Record 4
The following is a DFT calculation (the ωB97M-V functional and the def2-TZVPD basis) of a cluster of 2 separate species, C3H10NO2 in total in a non-equilibrium geometry.

- energy (eV) = -8857.161
- LUMO level (Ha) = 0.1549
- ΔE to the lowest compared entry with this formula, charge and spin (kJ/mol) = 157.55
- HOMO level (eV) = -3.0496
- spin multiplicity = 1
- HOMO-LUMO gap (Eh) = 0.267
- net charge = -1

```
16
C3H10NO2 the ωB97M-V functional and the def2-TZVPD basis
C 0.577 -1.428 0.171
N 0.362 0.136 0.234
C -0.628 0.584 -0.775
C -2.038 0.520 -0.139
O -1.943 0.432 1.236
H 0.131 -1.800 1.096
H 0.195 -1.815 -0.784
H 1.661 -1.766 0.189
H -0.290 0.161 1.097
H -0.361 1.618 -1.121
H -0.449 0.013 -1.715
H -2.584 1.382 -0.622
H -2.520 -0.454 -0.476
H 3.139 1.109 1.149
H 1.913 0.423 0.188
O 2.834 0.887 0.272
```



Record 5
The following is a DFT calculation (the ωB97M-V functional and the def2-TZVPD basis) of a cluster of 2 separate species, C3H10NO2 in total in a non-equilibrium geometry.

- energy (eV) = -8850.625
- LUMO level (Ha) = -0.1343
- ΔE to the lowest compared entry with this formula, charge and spin (kJ/mol) = 165.55
- HOMO level (eV) = -14.7391
- spin multiplicity = 1
- HOMO-LUMO gap (Eh) = 0.407
- net charge = +1

```
16
C3H10NO2 the ωB97M-V functional and the def2-TZVPD basis
O -1.824 0.586 -1.536
C -0.766 1.100 -1.293
C 0.277 0.262 -0.559
C 0.999 -0.594 -1.664
N -0.360 -0.548 0.486
H -0.556 2.163 -1.526
H 1.004 0.956 -0.158
H 1.456 -1.556 -1.462
H 0.404 -0.553 -2.559
H 1.897 -0.017 -1.914
H 0.073 -0.822 1.378
H -1.285 -0.187 0.792
H -0.548 -1.357 -0.146
H -0.479 -0.403 3.779
H -0.265 0.926 3.357
O -0.027 0.044 3.025
```



Record 6
The following is a DFT calculation (the ωB97M-V functional and the def2-TZVPD basis) of a cluster of 2 separate species, C3H10NO2 in total.

- energy (eV) = -8851.701
- LUMO level (Ha) = -0.1296
- ΔE to the lowest compared entry with this formula, charge and spin (kJ/mol) = 61.71
- HOMO level (eV) = -14.9844
- spin multiplicity = 1
- HOMO-LUMO gap (Eh) = 0.421
- net charge = +1

```
16
C3H10NO2 the ωB97M-V functional and the def2-TZVPD basis
O 1.928 -0.890 1.130
C 1.208 0.060 1.248
C -0.164 0.074 0.587
C -1.235 -0.571 1.439
N 0.011 -0.767 -0.675
H 1.492 0.942 1.832
H -0.458 1.079 0.289
H -1.050 -1.637 1.576
H -1.270 -0.191 2.463
H -2.239 -0.443 1.032
H 0.686 -1.488 -0.380
H -0.834 -1.215 -1.036
H 0.417 -0.177 -1.409
H 1.291 1.852 -2.860
H -0.285 1.849 -2.842
O 0.502 1.526 -2.395
```



Record 7
The following is a DFT calculation (the ωB97M-V functional and the def2-TZVPD basis) of a cluster of 2 separate species, C3H10NO2 in total in a non-equilibrium geometry.

- energy (eV) = -8850.601
- LUMO level (Ha) = -0.1285
- ΔE to the lowest compared entry with this formula, charge and spin (kJ/mol) = 167.83
- HOMO level (eV) = -14.7944
- spin multiplicity = 1
- HOMO-LUMO gap (Eh) = 0.415
- net charge = +1

```
16
C3H10NO2 the ωB97M-V functional and the def2-TZVPD basis
O -0.100 2.484 0.702
C 0.773 1.933 0.072
C 0.455 0.435 -0.553
C 0.067 0.434 -1.998
N -0.595 -0.291 0.237
H 1.826 2.445 -0.136
H 1.392 -0.216 -0.358
H -0.694 1.125 -2.161
H 0.933 0.939 -2.556
H 0.097 -0.512 -2.515
H -0.926 0.419 0.913
H -1.467 -0.715 -0.179
H -0.303 -1.110 0.802
H -0.107 -3.059 2.344
H -0.589 -1.949 3.140
O -0.763 -2.363 2.247
```



Record 8
The following is a DFT calculation (the ωB97M-V functional and the def2-TZVPD basis) of a cluster of 3 separate species, C3H10NO2 in total in a non-equilibrium geometry.

- energy (eV) = -8850.174
- LUMO level (Ha) = -0.1777
- ΔE to the lowest compared entry with this formula, charge and spin (kJ/mol) = 209.01
- HOMO level (eV) = -14.3808
- spin multiplicity = 1
- HOMO-LUMO gap (Eh) = 0.351
- net charge = +1

```
16
C3H10NO2 the ωB97M-V functional and the def2-TZVPD basis
C -0.205 -1.802 0.443
C 0.979 -1.970 1.076
C 0.431 -0.527 -1.628
N -0.340 -1.383 -0.932
H -1.158 -1.862 0.980
H 1.960 -1.891 0.583
H 1.006 -2.196 2.173
H 0.107 -0.215 -2.588
H 1.380 -0.308 -1.185
H -1.259 -1.446 -1.294
H -1.111 2.668 1.829
H 0.395 2.914 1.987
O -0.243 2.283 1.643
H -0.794 1.782 -0.248
H -0.680 2.381 -1.661
O -0.470 1.573 -1.179
```



Record 9
The following is a DFT calculation (the ωB97M-V functional and the def2-TZVPD basis) of a cluster of 2 separate species, C3H10NO2 in total in a non-equilibrium geometry.

- energy (eV) = -8849.946
- LUMO level (Ha) = -0.1444
- ΔE to the lowest compared entry with this formula, charge and spin (kJ/mol) = 231.04
- HOMO level (eV) = -14.0045
- spin multiplicity = 1
- HOMO-LUMO gap (Eh) = 0.370
- net charge = +1

```
16
C3H10NO2 the ωB97M-V functional and the def2-TZVPD basis
O -0.131 -1.015 -1.168
C 0.790 -1.134 -0.403
C 0.554 -1.122 1.110
C 1.554 -0.206 1.751
N -0.928 -0.721 1.313
H 1.790 -1.266 -0.805
H 0.622 -2.210 1.521
H 1.397 -0.142 2.930
H 1.210 0.832 1.431
H 2.704 -0.353 1.562
H -1.012 0.216 1.821
H -1.269 -1.518 1.912
H -1.541 -0.729 0.337
H -1.795 3.981 -2.974
H -0.932 2.985 -3.199
O -1.378 3.268 -2.392
```



Record 10
The following is a DFT calculation (the ωB97M-V functional and the def2-TZVPD basis) of a cluster of 2 separate species, C3H10NO2S in total in a non-equilibrium geometry.

- energy (eV) = -19693.704
- LUMO level (Ha) = 0.1161
- ΔE to the lowest compared entry with this formula, charge and spin (kJ/mol) = 36.01
- HOMO level (eV) = -3.6586
- spin multiplicity = 1
- HOMO-LUMO gap (Eh) = 0.251
- net charge = -1

```
17
C3H10NO2S the ωB97M-V functional and the def2-TZVPD basis
C 0.582 0.814 -0.344
C 0.810 1.258 1.095
S -0.004 2.793 1.556
N 1.473 -0.315 -0.639
C 0.715 -1.685 -0.767
O -0.608 -1.577 -0.738
H 0.780 1.619 -1.062
H -0.444 0.465 -0.490
H 0.430 0.433 1.708
H 1.865 1.291 1.328
H -1.124 2.605 0.853
H 1.928 -0.118 -1.525
H 1.159 -2.229 0.087
H 1.074 -2.108 -1.726
H -1.964 -4.036 -1.740
H -1.629 -2.625 -1.077
O -2.401 -3.276 -1.340
```



Record 11
The following is a DFT calculation (the ωB97M-V functional and the def2-TZVPD basis) of a structure of composition C3H10NO2S in a non-equilibrium geometry.

- energy (eV) = -19683.874
- LUMO level (Ha) = -0.1166
- ΔE to the lowest compared entry with this formula, charge and spin (kJ/mol) = 293.15
- HOMO level (eV) = -14.5331
- spin multiplicity = 1
- HOMO-LUMO gap (Eh) = 0.418
- net charge = +1

```
17
C3H10NO2S the ωB97M-V functional and the def2-TZVPD basis
C -2.392 0.212 0.350
C -0.972 0.356 0.903
C 2.403 -0.097 0.256
N 2.285 0.281 -1.020
O -2.088 -0.425 -0.899
O 1.244 -1.052 0.605
S -0.158 -0.958 -0.092
H -2.746 1.227 0.020
H -3.176 -0.448 1.027
H -1.104 0.000 1.980
H -0.403 1.377 0.903
H 3.153 -0.878 0.418
H 2.483 0.690 0.915
H 2.285 -0.400 -1.766
H 0.249 -0.248 -1.222
H 1.855 1.219 -1.133
H -2.918 -0.857 -1.245
```



Record 12
The following is a DFT calculation (the ωB97M-V functional and the def2-TZVPD basis) of a cluster of 2 separate species, C3H10NO2S2 in total in a non-equilibrium geometry.

- energy (eV) = -30530.262
- LUMO level (Ha) = 0.1335
- ΔE to the lowest compared entry with this formula, charge and spin (kJ/mol) = 23.59
- HOMO level (eV) = -2.7151
- spin multiplicity = 1
- HOMO-LUMO gap (Eh) = 0.233
- net charge = -1

```
18
C3H10NO2S2 the ωB97M-V functional and the def2-TZVPD basis
N -1.771 1.154 0.588
C -0.578 0.492 0.075
C 0.522 0.303 1.118
O 0.212 -0.771 1.991
C -0.015 1.213 -1.160
S -0.071 0.291 -2.720
S 1.401 -1.143 -2.588
H -1.871 0.954 1.568
H -1.699 2.148 0.491
H -0.889 -0.469 -0.297
H 1.492 0.123 0.675
H 0.585 1.117 1.763
H 1.008 1.578 -0.988
H -0.524 2.149 -1.388
H 0.067 -1.996 -0.249
H 1.214 -2.809 -0.564
H 0.380 -1.604 1.553
O 0.537 -2.730 0.132
```



Please write out number 8 again, unchanged.
The following is a DFT calculation (the ωB97M-V functional and the def2-TZVPD basis) of a cluster of 3 separate species, C3H10NO2 in total in a non-equilibrium geometry.

- energy (eV) = -8850.174
- LUMO level (Ha) = -0.1777
- ΔE to the lowest compared entry with this formula, charge and spin (kJ/mol) = 209.01
- HOMO level (eV) = -14.3808
- spin multiplicity = 1
- HOMO-LUMO gap (Eh) = 0.351
- net charge = +1

```
16
C3H10NO2 the ωB97M-V functional and the def2-TZVPD basis
C -0.205 -1.802 0.443
C 0.979 -1.970 1.076
C 0.431 -0.527 -1.628
N -0.340 -1.383 -0.932
H -1.158 -1.862 0.980
H 1.960 -1.891 0.583
H 1.006 -2.196 2.173
H 0.107 -0.215 -2.588
H 1.380 -0.308 -1.185
H -1.259 -1.446 -1.294
H -1.111 2.668 1.829
H 0.395 2.914 1.987
O -0.243 2.283 1.643
H -0.794 1.782 -0.248
H -0.680 2.381 -1.661
O -0.470 1.573 -1.179
```



Copy entry 5 word for word.
The following is a DFT calculation (the ωB97M-V functional and the def2-TZVPD basis) of a cluster of 2 separate species, C3H10NO2 in total in a non-equilibrium geometry.

- energy (eV) = -8850.625
- LUMO level (Ha) = -0.1343
- ΔE to the lowest compared entry with this formula, charge and spin (kJ/mol) = 165.55
- HOMO level (eV) = -14.7391
- spin multiplicity = 1
- HOMO-LUMO gap (Eh) = 0.407
- net charge = +1

```
16
C3H10NO2 the ωB97M-V functional and the def2-TZVPD basis
O -1.824 0.586 -1.536
C -0.766 1.100 -1.293
C 0.277 0.262 -0.559
C 0.999 -0.594 -1.664
N -0.360 -0.548 0.486
H -0.556 2.163 -1.526
H 1.004 0.956 -0.158
H 1.456 -1.556 -1.462
H 0.404 -0.553 -2.559
H 1.897 -0.017 -1.914
H 0.073 -0.822 1.378
H -1.285 -0.187 0.792
H -0.548 -1.357 -0.146
H -0.479 -0.403 3.779
H -0.265 0.926 3.357
O -0.027 0.044 3.025
```



> What is the formula in the eleventh record?

C3H10NO2S